1.
C26H23Br2NZn as an isolated structure, computed with ωB97M-V with the def2-TZVPD basis set.

The geometry in XYZ format:
```
53
Properties=species:S:1:pos:R:3:mulliken_charge:R:1
C 4.857 -0.434 1.491 -0.91
N 3.437 -0.729 1.434 0.16
C 2.446 0.199 1.316 -1.14
C 1.186 -0.436 1.419 1.49
C -0.052 0.210 1.412 -1.42
C -1.323 -0.454 1.339 1.02
C -1.605 -1.531 0.452 -0.58
C -2.816 -2.207 0.533 -0.60
C -3.756 -1.884 1.521 1.06
C -4.971 -2.738 1.715 -1.40
C -3.529 -0.762 2.333 -0.84
C -2.372 -0.013 2.192 -0.65
C 1.472 -1.859 1.652 0.79
C 0.703 -2.951 2.043 -0.07
C 1.334 -4.193 2.244 -0.85
C 2.727 -4.333 2.106 -0.60
C 3.529 -3.217 1.806 -0.97
C 2.881 -2.004 1.607 0.25
H 5.410 -1.371 1.565 0.27
H 5.179 0.109 0.596 0.34
H 5.100 0.187 2.364 0.33
H 2.646 1.260 1.202 0.48
H -0.045 1.283 1.644 0.44
H -0.842 -1.839 -0.266 0.56
H -3.045 -3.017 -0.162 0.39
H -5.613 -2.316 2.494 0.35
H -5.542 -2.805 0.781 0.34
H -4.702 -3.763 2.010 0.31
H -4.279 -0.485 3.081 0.30
H -2.196 0.874 2.813 0.39
H -0.369 -2.842 2.192 0.42
H 0.735 -5.066 2.519 0.38
H 3.188 -5.315 2.237 0.37
H 4.612 -3.284 1.708 0.26
Br 4.527 3.160 -4.632 -0.19
Zn 3.324 1.376 -5.373 0.31
Br 1.219 0.500 -5.444 -0.15
C 1.088 3.941 -2.462 -1.32
C 1.389 3.061 -1.385 -0.50
C 0.218 2.316 -1.092 -0.09
C -0.845 2.765 -1.932 -0.28
C -0.291 3.783 -2.827 0.68
C -1.113 4.345 -3.809 -0.56
C -2.472 3.997 -3.835 -0.43
C -3.012 3.049 -2.941 -0.59
C -2.195 2.401 -2.011 -0.36
H 1.802 4.560 -2.999 0.45
H 2.348 2.965 -0.878 0.33
H 0.095 1.537 -0.362 0.54
H -0.690 5.051 -4.528 0.36
H -3.133 4.487 -4.555 0.33
H -4.080 2.808 -2.992 0.36
H -2.565 1.620 -1.335 0.40
```

Calculated values
Kohn-Sham gap in eV: 2.95
LUMO level in eV: -2.2
Largest force on an atom in Eh/bohr: 0.02652
Relative energy (zero: lowest compared OMol25 entry of this formula, charge and spin) in eV: 1.848

=====

2.
One molecule with the formula C5H10O, computed with ωB97M-V with the def2-TZVPD basis set.

The geometry in XYZ format:
```
16
Properties=species:S:1:pos:R:3:mulliken_charge:R:1
C -2.573 0.156 1.321 -0.75
C -1.672 -0.491 0.595 0.10
C -0.984 0.150 -0.550 -0.47
O 0.221 0.677 0.030 -0.31
C 1.255 -0.204 0.473 -0.22
C 2.489 0.201 -0.310 -1.14
H -2.933 -0.242 2.264 0.26
H -2.943 1.128 0.996 0.23
H -1.218 -1.426 0.919 0.25
H -0.840 -0.532 -1.410 0.24
H -1.557 1.009 -0.931 0.31
H 1.023 -1.270 0.317 0.29
H 1.442 -0.092 1.557 0.28
H 3.364 -0.420 -0.088 0.37
H 2.729 1.247 -0.088 0.26
H 2.252 0.127 -1.376 0.29
```

Calculated values
Kohn-Sham gap in eV: 10.57
LUMO level in eV: 1.2
Largest force on an atom in Eh/bohr: 0.01127
Structure (SMILES): C=CCOCC
Relative energy (zero: lowest compared OMol25 entry of this formula, charge and spin) in eV: 1.682

=====

3.
A 3-piece molecular cluster, C31H64N3O3 overall, computed with ωB97M-V with the def2-TZVPD basis set.

The geometry in XYZ format:
```
101
Properties=species:S:1:pos:R:3:mulliken_charge:R:1
C -3.375 5.673 -2.915 -1.11
C -1.871 5.767 -3.227 -0.43
C -1.325 4.558 -3.989 -1.00
C -1.549 3.225 -3.274 -0.07
C -0.566 2.155 -3.749 -0.81
C -0.831 0.721 -3.252 -0.82
C -1.491 0.583 -1.869 0.17
C -0.985 -0.608 -1.056 -0.21
C -1.237 -0.518 0.488 0.20
N -0.138 -0.186 1.332 -0.83
C 0.176 1.210 1.289 -0.17
C 1.413 1.490 0.431 0.24
O 1.889 2.846 0.428 -0.53
C 1.046 3.756 -0.247 0.34
C 0.274 4.667 0.715 -1.49
H -3.911 6.561 -3.251 0.34
H -3.569 5.560 -1.848 0.26
H -3.829 4.813 -3.411 0.30
H -1.302 5.867 -2.299 0.15
H -1.667 6.671 -3.805 0.47
H -0.247 4.688 -4.136 0.36
H -1.770 4.530 -4.991 0.34
H -2.573 2.871 -3.433 0.44
H -1.449 3.378 -2.197 0.08
H 0.441 2.469 -3.455 0.25
H -0.567 2.159 -4.845 0.50
H 0.126 0.192 -3.222 0.20
H -1.435 0.196 -4.000 0.43
H -2.576 0.510 -1.993 0.43
H -1.328 1.489 -1.278 -0.29
H -1.422 -1.537 -1.451 0.60
H 0.098 -0.693 -1.189 -0.22
H -1.611 -1.499 0.807 -0.55
H -2.100 0.192 0.612 0.05
H -0.652 1.837 0.888 0.00
H 0.388 1.639 2.291 0.27
H 2.239 0.885 0.812 0.14
H 1.219 1.179 -0.607 -0.28
H 0.347 3.198 -0.883 -0.28
H 1.679 4.357 -0.910 0.49
H 0.313 5.713 0.399 0.37
H 0.725 4.592 1.705 0.44
H -0.771 4.372 0.807 0.30
C -2.979 -3.076 2.646 -1.66
C -3.860 -2.322 3.637 1.59
C -3.420 -2.578 5.087 -1.41
C -3.748 -3.986 5.574 -0.42
C -5.235 -4.289 5.418 -1.30
C -5.745 -4.085 3.983 1.70
N -5.312 -2.714 3.545 0.52
O -6.149 -1.782 3.805 -0.65
C -5.237 -5.183 3.046 -1.75
C -7.271 -4.120 3.958 -1.88
C -3.742 -0.841 3.302 -1.85
H -3.353 -2.950 1.630 0.43
H -1.985 -2.628 2.682 0.53
H -2.873 -4.137 2.848 0.11
H -3.922 -1.848 5.729 0.40
H -2.347 -2.383 5.149 0.41
H -3.145 -4.724 5.037 0.31
H -3.473 -4.078 6.628 0.39
H -5.459 -5.318 5.720 0.37
H -5.806 -3.625 6.075 0.39
H -5.338 -4.877 2.004 0.35
H -5.846 -6.075 3.202 0.48
H -4.203 -5.461 3.223 0.31
H -7.698 -3.397 4.646 0.39
H -7.598 -5.124 4.237 0.43
H -7.642 -3.895 2.957 0.44
H -4.142 -0.636 2.309 0.43
H -2.681 -0.576 3.289 0.47
H -4.267 -0.217 4.021 0.44
C 5.464 -0.081 0.300 -1.71
C 5.179 0.457 -1.102 1.65
C 4.002 -0.284 -1.759 -0.71
C 4.344 -1.709 -2.176 -0.80
C 5.560 -1.736 -3.095 -1.30
C 6.793 -1.052 -2.485 1.70
N 6.368 0.314 -2.018 0.55
O 6.505 1.244 -2.885 -0.66
C 7.392 -1.890 -1.353 -1.77
C 7.873 -0.862 -3.547 -1.89
C 4.846 1.936 -0.967 -1.68
H 6.358 0.388 0.713 0.38
H 4.615 0.180 0.932 0.42
H 5.582 -1.158 0.349 0.23
H 3.697 0.287 -2.642 0.46
H 3.159 -0.273 -1.064 -0.03
H 4.509 -2.336 -1.295 0.32
H 3.488 -2.143 -2.697 0.45
H 5.834 -2.764 -3.355 0.40
H 5.316 -1.219 -4.028 0.38
H 8.056 -1.286 -0.733 0.35
H 7.979 -2.695 -1.799 0.48
H 6.646 -2.351 -0.714 0.29
H 7.495 -0.319 -4.408 0.39
H 8.219 -1.848 -3.865 0.42
H 8.719 -0.308 -3.140 0.45
H 5.700 2.507 -0.601 0.49
H 4.022 2.032 -0.260 0.35
H 4.529 2.366 -1.914 0.36
```

Calculated values
Kohn-Sham gap (spin up / spin down) in eV: 4.67 / 4.67
LUMO level (spin up / spin down) in eV: 2.6 / 2.6
Largest force on an atom in Eh/bohr: 0.00588
Charge: -1
Expectation value of S²: 2.01
2S+1: 3

=====

4.
C13H12Cl2InN3O as an isolated structure, computed with ωB97M-V with the def2-TZVPD basis set.

The geometry in XYZ format:
```
32
Properties=species:S:1:pos:R:3:mulliken_charge:R:1
In -0.368 0.035 0.218 1.15
O 2.671 -0.484 2.893 -0.59
C 1.849 -0.682 2.031 0.36
N 1.681 0.074 0.919 -0.38
C 2.302 1.357 0.899 -0.68
C 1.347 2.540 0.844 0.74
C 1.798 3.822 1.146 -0.85
C 0.917 4.884 1.042 -0.18
C -0.382 4.657 0.598 -0.92
C -0.761 3.358 0.322 0.03
N 0.097 2.347 0.458 -0.32
C 0.963 -1.912 2.096 0.80
C 1.408 -2.979 2.869 -0.66
C 0.605 -4.102 2.985 -0.22
C -0.611 -4.132 2.315 -0.86
C -0.986 -3.028 1.561 0.04
N -0.204 -1.959 1.466 -0.39
H 2.924 1.412 -0.007 0.31
H 2.939 1.451 1.792 0.50
H 2.819 3.975 1.461 0.46
H 1.237 5.879 1.311 0.46
H -1.082 5.471 0.480 0.42
H -1.765 3.123 -0.016 0.51
H 2.366 -2.884 3.364 0.47
H 0.916 -4.931 3.603 0.48
H -1.265 -4.985 2.385 0.41
H -1.943 -2.992 1.051 0.48
Cl -1.928 -1.632 -1.398 -0.06
C -2.542 -0.335 -2.415 -0.20
Cl -1.581 1.100 -2.085 -0.04
H -3.590 -0.139 -2.164 0.34
H -2.427 -0.612 -3.468 0.39
```

Calculated values
Kohn-Sham gap in eV: 6.74
LUMO level in eV: -9.3
Largest force on an atom in Eh/bohr: 0.04515
Charge: +2

=====

5.
One molecule with the formula C9H8N2O, computed with ωB97M-V with the def2-TZVPD basis set.

The geometry in XYZ format:
```
20
Properties=species:S:1:pos:R:3:mulliken_charge:R:1
O -1.705 3.531 0.389 -0.54
C -1.002 2.357 0.241 0.85
C -0.565 2.132 -1.098 -0.38
C 0.048 0.935 -1.369 -0.60
C 0.292 0.018 -0.267 -0.15
N 0.699 -1.288 -0.394 0.14
C -0.237 -2.346 -0.477 -0.10
C 0.557 -3.461 -0.174 -0.55
N 1.862 -3.057 0.323 -0.62
C 1.885 -1.798 0.062 0.13
C 0.208 0.483 1.071 -0.34
C -0.583 1.602 1.351 -0.62
H -2.246 3.544 1.219 0.32
H -0.753 3.028 -1.790 0.30
H 0.163 0.488 -2.347 0.39
H -1.324 -2.237 -0.747 0.35
H 0.106 -4.398 -0.052 0.39
H 2.880 -1.164 -0.075 0.28
H 0.583 -0.233 1.761 0.47
H -0.868 1.865 2.372 0.28
```

Calculated values
Kohn-Sham gap in eV: 9.25
LUMO level in eV: 0.6
Largest force on an atom in Eh/bohr: 0.08241
Structure (SMILES): Oc1ccc(-n2ccnc2)cc1
Relative energy (zero: lowest compared OMol25 entry of this formula, charge and spin) in eV: 2.167

=====

6.
A 7-piece molecular cluster, C44H54F12N10O12S4 overall, computed with ωB97M-V with the def2-TZVPD basis set.

The geometry in XYZ format:
```
136
Properties=species:S:1:pos:R:3:mulliken_charge:R:1
N -9.013 -2.256 20.482 0.72
O -7.869 -2.273 20.988 -0.38
O -9.060 -2.695 19.351 -0.65
O -10.056 -2.008 21.096 -0.68
C -9.672 -4.398 15.565 -1.03
C -9.788 -5.566 16.452 0.27
C -8.468 -6.073 17.080 -0.53
O -7.550 -6.668 16.226 -0.26
C -7.675 -8.069 15.826 -0.78
N -10.544 -5.057 17.719 0.60
H -11.428 -4.738 17.349 0.09
H -10.637 -5.842 18.348 0.47
H -10.109 -4.277 18.190 -0.15
H -9.142 -3.556 16.010 -0.04
H -10.624 -4.097 15.129 0.31
H -9.162 -4.665 14.640 0.54
H -10.450 -6.338 16.059 0.56
H -8.553 -6.783 17.902 0.50
H -8.116 -5.082 17.368 -0.10
H -8.519 -8.216 15.153 0.29
H -7.816 -8.647 16.739 0.33
H -6.878 -8.433 15.178 0.28
C -4.488 -4.640 14.781 -1.12
N -5.155 -3.453 15.157 0.38
C -5.417 -2.480 14.259 -0.85
C -5.953 -1.274 14.714 -0.57
C -6.579 -1.164 15.964 0.81
C -6.420 -2.218 16.891 -0.04
C -5.688 -3.388 16.498 -0.87
C -7.130 0.117 16.492 0.91
C -8.211 0.149 17.365 0.24
C -8.686 1.374 17.843 -0.91
N -8.265 2.503 17.234 0.14
C -7.293 2.570 16.318 -0.39
C -6.725 1.319 15.972 -0.95
C -8.884 3.749 17.599 -0.98
H -5.087 -5.214 14.074 0.40
H -4.169 -5.239 15.634 0.31
H -3.544 -4.379 14.304 0.45
H -4.929 -2.636 13.308 0.50
H -5.985 -0.437 14.032 0.58
H -6.821 -2.267 17.893 0.34
H -5.496 -4.160 17.228 0.60
H -8.548 -0.782 17.795 0.14
H -9.474 1.431 18.579 0.68
H -6.877 3.534 16.065 0.40
H -5.824 1.398 15.381 0.56
H -8.658 3.926 18.651 0.43
H -9.954 3.922 17.485 0.34
H -8.450 4.609 17.089 0.30
C -11.057 -3.477 24.502 -1.22
N -9.613 -3.187 24.758 0.14
C -9.269 -2.785 25.963 -0.14
C -8.007 -2.260 26.176 -0.81
C -7.070 -2.225 25.121 0.90
C -7.506 -2.758 23.882 -0.84
C -8.779 -3.177 23.658 -0.65
C -5.653 -1.835 25.345 0.70
C -4.994 -1.999 26.622 -0.93
C -3.663 -1.581 26.816 -0.20
N -3.097 -0.877 25.825 0.12
C -3.785 -0.555 24.672 -0.55
C -5.063 -0.972 24.408 -0.44
C -1.781 -0.364 26.053 -0.84
H -11.090 -4.528 24.214 0.47
H -11.531 -2.923 23.692 0.30
H -11.583 -3.681 25.435 0.43
H -10.048 -2.809 26.712 0.41
H -7.654 -2.043 27.173 0.56
H -6.826 -2.666 23.048 0.75
H -9.077 -3.528 22.681 0.84
H -5.577 -2.614 27.291 0.49
H -3.072 -1.826 27.687 0.41
H -3.276 0.001 23.898 0.52
H -5.496 -0.553 23.512 0.50
H -1.451 -0.651 27.051 0.27
H -1.796 0.685 25.758 0.36
H -1.073 -0.825 25.364 0.39
C -15.317 3.451 20.833 -0.98
N -15.094 2.057 20.887 0.04
C -15.781 1.262 19.949 -0.60
C -15.517 -0.121 19.959 -0.62
C -14.637 -0.763 20.891 0.28
C -14.042 0.083 21.807 -0.44
C -14.265 1.472 21.805 -0.34
C -14.447 -2.284 20.872 0.94
C -15.551 -3.147 20.893 -0.36
C -15.433 -4.614 20.897 -0.49
N -14.184 -5.078 21.034 0.22
C -13.064 -4.269 21.119 -0.30
C -13.181 -2.872 21.048 -0.79
C -13.965 -6.478 21.099 -1.05
H -14.868 3.875 21.732 0.31
H -16.366 3.744 20.782 0.39
H -14.671 3.812 20.033 0.40
H -16.377 1.762 19.200 0.51
H -16.111 -0.706 19.271 0.42
H -13.406 -0.334 22.574 0.50
H -13.735 2.092 22.513 0.43
H -16.470 -2.643 20.634 0.58
H -16.252 -5.308 21.012 0.49
H -12.094 -4.733 21.013 0.60
H -12.328 -2.226 20.900 0.70
H -13.003 -6.678 21.570 0.34
H -14.097 -6.903 20.104 0.37
H -14.721 -7.012 21.675 0.42
C -0.447 -1.587 17.938 0.55
F 0.624 -2.529 18.073 -0.20
F -0.058 -0.443 18.473 -0.18
F -0.776 -1.406 16.611 -0.20
S -2.024 -2.333 18.741 0.93
O -2.762 -3.103 17.730 -0.61
O -1.512 -3.248 19.757 -0.61
N -2.796 -0.864 19.312 -0.59
S -3.865 -1.375 20.301 1.14
O -4.764 -2.342 19.622 -0.54
O -3.255 -1.876 21.506 -0.60
C -4.933 0.225 20.597 0.54
F -4.280 1.257 21.116 -0.24
F -5.421 0.535 19.421 -0.16
F -5.994 -0.159 21.262 -0.18
C -13.794 -5.938 14.808 0.66
F -12.810 -6.705 15.278 -0.23
F -13.219 -5.237 13.842 -0.19
F -14.802 -6.703 14.392 -0.18
S -14.590 -4.863 16.184 0.86
O -15.667 -4.035 15.613 -0.54
O -15.065 -5.715 17.250 -0.62
N -13.138 -3.999 16.788 -0.63
S -13.477 -2.532 16.599 0.79
O -13.600 -2.057 15.219 -0.69
O -14.568 -2.150 17.494 -0.49
C -11.936 -1.792 17.345 0.55
F -12.090 -0.470 17.523 -0.25
F -11.840 -2.475 18.418 -0.06
F -10.844 -1.880 16.614 -0.16
```

Calculated values
Kohn-Sham gap in eV: 5.27
LUMO level in eV: -10.0
Largest force on an atom in Eh/bohr: 0.10374
Charge: +4
Relative energy (zero: lowest compared OMol25 entry of this formula, charge and spin) in eV: 3.200